Density functional theory data (ωB97M-V with the def2-TZVPD basis set) for a cluster of 9 separate species, C4H30N2O8 in total in a non-equilibrium geometry.

The geometry in XYZ format:
```
44
Properties=species:S:1:pos:R:3:forces:R:3:mulliken_charge:R:1
C 0.508 2.778 -1.153 -0.223 -1.110 -0.820 -1.303
C -0.001 1.868 -0.029 0.216 0.246 1.445 -0.109
C 0.882 0.620 0.158 -0.665 -0.944 1.887 -0.808
C 1.859 0.466 1.317 -0.491 -0.567 1.638 -1.246
N 1.253 -0.073 2.651 -0.770 -0.879 -2.492 -0.023
N -1.372 1.263 -0.115 -1.023 0.862 -0.922 -0.420
H 1.578 2.822 -1.012 0.367 0.599 0.513 0.333
H 0.519 2.247 -2.133 -0.700 0.459 0.475 0.232
H 0.052 3.781 -1.218 0.150 -0.586 0.058 0.494
H -0.083 2.489 0.916 0.376 -0.718 -0.878 0.216
H 1.417 0.434 -0.693 2.000 0.509 -2.039 0.769
H 0.322 -0.323 0.008 -0.320 0.592 1.033 0.096
H 2.584 -0.377 1.122 -0.202 1.596 -0.172 0.483
H 2.191 1.417 1.756 0.982 -0.178 -1.197 0.271
H 1.971 -0.248 3.309 0.951 -0.096 0.992 0.504
H 0.571 0.559 3.002 -1.100 1.116 0.776 0.234
H 0.747 -0.950 2.439 -0.196 -0.221 0.106 0.264
H -2.099 1.971 -0.455 0.930 -1.070 0.948 0.542
H -1.596 0.964 0.928 -0.264 0.107 -1.916 0.351
H -1.392 0.472 -0.825 -0.037 0.499 1.274 0.268
H 4.397 0.686 -0.514 -1.203 0.467 -0.488 0.276
H 4.243 1.748 -1.487 1.702 2.333 -2.107 0.267
O 3.701 1.202 -1.002 -0.355 -2.753 2.556 -0.517
H -0.516 -2.528 0.941 -0.055 1.565 1.344 0.313
H -0.588 -2.954 2.350 -0.141 -0.591 1.189 0.297
O -0.444 -2.142 1.880 0.195 -0.901 -2.301 -0.820
H -0.800 -3.694 -3.099 0.311 -0.260 -0.128 0.357
H -2.134 -2.904 -3.351 -0.370 0.060 -0.496 0.298
O -1.474 -3.130 -2.706 -0.006 0.089 0.314 -0.612
H -3.635 2.834 1.397 -0.601 2.227 0.021 0.265
H -4.124 1.545 2.151 1.509 0.924 -1.697 0.280
O -3.463 1.922 1.453 -1.156 -3.029 1.836 -0.587
H 0.874 -4.989 -2.188 -0.175 -1.396 2.025 0.308
H 1.302 -4.787 -3.534 1.395 -1.013 -2.406 0.295
O 0.864 -4.350 -2.857 -1.014 2.265 0.296 -0.653
H -2.540 -1.950 -0.423 0.321 0.424 0.342 0.208
H -1.403 -2.205 -1.373 -0.208 0.895 0.699 0.324
O -1.641 -1.612 -0.592 -0.287 -1.162 -0.843 -0.395
H 0.665 -0.093 -3.075 1.110 1.908 -2.974 0.250
H 0.383 -1.406 -2.547 -0.296 1.773 1.044 0.189
O 0.384 -0.424 -2.277 -0.985 -3.878 1.192 -0.460
H -1.939 2.075 3.318 -1.431 -0.720 -0.801 0.188
H -1.019 2.837 4.109 0.656 0.613 0.645 0.312
O -1.006 2.139 3.456 1.103 -0.056 0.028 -0.530
```
Positions in Å, forces in eV/Å.

The calculation puts the strongest force on any atom at 4.2 eV Å⁻¹. The calculation puts the energy relative to the best compared isomer or geometry (same formula, charge and spin) at 0.000 eV. Its spin multiplicity is 2. For the LUMO energy (alpha / beta), the calculation gives -2.3283 / -2.4631 eV. The calculation puts the HOMO-LUMO gap (alpha / beta) at 2.69 / 11.41 eV. Its expectation value of S² is 0.75. Its charge is +1. Its total energy is -881.4540 a.u.